(1)
Here is a molecular structure, C2H3NO2 from OMol25. Energies are from ωB97M-V with the def2-TZVPD basis set.

Atoms and positions in Å:
C1 -0.178 -0.566 -0.275
C2 -1.121 -0.597 -1.232
N1 0.726 -0.608 0.458
O1 1.351 0.982 1.154
O2 0.466 1.851 1.389
H1 -0.803 -0.696 -2.261
H2 -2.198 -0.715 -1.210
H3 1.757 0.349 1.979

Atoms 1-6, force components in eV/Å:
-1.1 0.1 -0.8
-0.6 -0.3 -1.3
0.2 -3.3 0.0
3.5 -0.1 1.8
-0.8 0.8 1.2
0.5 0.2 0.0

For the LUMO energy (spin up / spin down), the calculation gives -0.039 / -0.015 Ha. The calculation puts the HOMO-LUMO gap (spin up / spin down) at 8.527 / 8.496 eV.


(2)
Here is a single C2H3NO2 molecule from OMol25. Energies are from ωB97M-V with the def2-TZVPD basis set.

Atoms and positions in Å:
C1 -0.911 0.020 0.063
C2 0.383 0.313 -0.080
N1 -1.918 0.903 0.044
O1 -3.399 -0.797 -0.116
O2 -3.077 0.422 0.080
H1 -1.362 -0.923 0.358
H2 0.750 1.351 -0.329
H3 1.099 -0.507 0.219

Atoms 1-6, force components in eV/Å:
-0.4 -1.5 0.4
1.2 0.1 0.6
1.2 2.1 -0.4
0.7 -1.4 -0.1
-2.6 1.7 0.2
1.0 -0.7 -0.1

For the LUMO energy (spin up / spin down), the calculation gives -0.052 / -0.047 Ha. The calculation puts the HOMO-LUMO gap (spin up / spin down) at 8.872 / 8.389 eV.


(3)
Here is a single C2H3NO2 molecule from OMol25. Energies are from ωB97M-V with the def2-TZVPD basis set.

Atoms and positions in Å:
C1 0.417 -0.025 0.002
C2 -0.964 0.674 -0.005
N1 1.537 0.568 0.009
O1 0.267 -1.361 -0.001
O2 -1.957 0.002 0.007
H1 -0.945 1.769 -0.023
H2 2.334 -0.060 0.022
H3 -0.688 -1.567 -0.011

Atoms 1-6, force components in eV/Å:
0.1 -0.4 0.0
1.3 0.0 0.0
-1.2 0.5 0.0
0.0 -0.2 0.0
-0.2 0.1 0.0
-0.1 0.1 0.0

For the LUMO energy, the calculation gives -0.009 Ha. The calculation puts the HOMO-LUMO gap at 10.486 eV.


(4)
Here is a single C2H3NO2 molecule from OMol25. Energies are from ωB97M-V with the def2-TZVPD basis set.

Atoms and positions in Å:
C1 1.324 -0.018 -0.088
C2 -0.173 -0.074 0.364
N1 0.443 0.864 -0.455
O1 2.384 -0.514 0.036
O2 -1.408 -0.941 -0.349
H1 -0.604 0.251 1.362
H2 0.177 1.545 -1.174
H3 -2.142 -1.112 0.303

Atoms 1-6, force components in eV/Å:
-1.9 -2.0 1.8
-3.6 -1.7 0.9
-0.5 2.0 -2.1
1.1 0.3 -0.7
2.3 1.5 1.6
0.7 -0.4 -1.3

For the LUMO energy, the calculation gives 0.028 Ha. The calculation puts the HOMO-LUMO gap at 10.389 eV.